An isolated ion of composition C5H11N2S and charge +1 in a non-equilibrium geometry. Source: the Open Molecules 2025 dataset; level of theory: ωB97M-V/def2-TZVPD.

## Properties
2S+1: 1
Total energy, eV: -19171.42613
Relative energy (zero: lowest compared OMol25 entry of this formula, charge and spin), kcal/mol: 33.7
Frontier orbital gap, Eh: 0.3165
Charge: +1
Structure (SMILES): C/C=C/SCC(N)=[NH2+]

Last column: Löwdin charge in e.
Cartesian coordinates (Å):
C1 2.218 -0.597 -1.855  -0.091
C2 1.125 0.005 -0.980  -0.201
C3 1.434 1.076 -0.270  -0.450
S1 0.618 1.605 1.192  0.953
C4 -0.447 0.250 1.759  -0.375
C5 -1.621 -0.066 0.877  -0.406
N1 -2.216 0.970 0.284  0.201
N2 -1.967 -1.338 0.778  0.244
H1 2.914 0.118 -2.280  0.078
H2 1.944 -0.995 -2.823  0.067
H3 2.798 -1.394 -1.395  0.083
H4 0.287 -0.548 -0.556  0.069
H5 2.367 1.730 -0.450  0.118
H6 -0.741 0.557 2.701  0.076
H7 -0.069 -0.698 1.949  0.076
H8 -1.785 1.922 0.269  0.130
H9 -2.851 0.819 -0.515  0.154
H10 -1.239 -1.920 1.111  0.129
H11 -2.770 -1.496 0.204  0.146

C37H21Br2F4NPS5W as an isolated structure in a non-equilibrium geometry. Source: the Open Molecules 2025 dataset; level of theory: ωB97M-V/def2-TZVPD.

## Properties
2S+1: 1
Total energy, eV: -256447.73502
Frontier orbital gap, Eh: 0.1990
Charge: -1

Last column: Löwdin charge in e.
Cartesian coordinates (Å):
W1 -0.545 0.819 0.495  0.703
Br1 -1.220 2.362 2.707  0.861
C1 0.236 1.668 3.788  -0.509
C2 0.306 2.108 5.082  -0.137
C3 1.344 1.664 5.911  -0.093
C4 2.282 0.806 5.414  -0.050
C5 2.211 0.339 4.086  -0.173
C6 3.185 -0.554 3.595  -0.054
C7 3.089 -1.040 2.324  -0.082
C8 2.019 -0.655 1.505  -0.195
C9 1.044 0.248 1.883  -0.319
C10 1.150 0.753 3.219  -0.225
H1 -0.438 2.787 5.466  0.092
H2 1.393 2.010 6.934  0.098
H3 3.094 0.455 6.038  0.106
H4 3.997 -0.846 4.247  0.103
H5 3.832 -1.725 1.940  0.099
H6 1.979 -1.087 0.509  0.022
F1 4.049 -1.281 -5.498  0.112
C11 3.200 -1.239 -4.452  -0.109
C12 2.204 -2.216 -4.299  -0.124
F2 2.124 -3.234 -5.178  0.109
C13 1.333 -2.143 -3.238  -0.200
F3 0.408 -3.117 -3.132  0.094
C14 1.402 -1.148 -2.229  -0.265
P1 -0.096 -0.912 -1.186  0.955
C15 -0.296 -2.604 -0.509  -0.364
C16 -1.571 -3.018 -0.124  -0.179
C17 -1.759 -4.223 0.526  -0.076
C18 -0.671 -5.040 0.790  -0.083
C19 0.598 -4.648 0.394  -0.083
C20 0.789 -3.430 -0.232  -0.100
C21 -1.364 -0.799 -2.506  -0.364
C22 -2.152 -1.843 -2.986  -0.086
C23 -3.109 -1.594 -3.954  -0.079
C24 -3.274 -0.319 -4.469  -0.088
C25 -2.452 0.713 -4.038  -0.093
C26 -1.505 0.476 -3.063  -0.175
C27 2.415 -0.176 -2.426  -0.541
Br2 2.725 1.169 -1.130  0.938
C28 3.290 -0.232 -3.492  -0.264
F4 4.265 0.685 -3.615  0.060
H7 -2.426 -2.391 -0.343  0.078
H8 -2.754 -4.521 0.829  0.102
H9 -0.814 -5.980 1.304  0.098
H10 1.444 -5.297 0.573  0.099
H11 1.785 -3.130 -0.529  0.102
H12 -2.029 -2.846 -2.608  0.098
H13 -3.735 -2.404 -4.302  0.101
H14 -4.042 -0.127 -5.205  0.098
H15 -2.563 1.704 -4.452  0.103
H16 -0.876 1.283 -2.693  0.085
S1 -7.433 -1.905 0.813  0.465
C29 -5.925 -1.270 0.773  -1.519
S2 -4.620 -1.853 1.772  0.871
C30 -3.398 -0.714 1.225  -1.135
C31 -3.796 0.168 0.272  -1.146
S3 -2.807 1.375 -0.444  0.515
S4 -5.465 0.054 -0.259  0.879
S5 -1.806 -0.834 1.879  0.541
N1 0.151 2.384 -0.055  -0.267
C32 0.563 3.619 0.178  -0.461
C33 1.726 3.823 0.959  -0.067
C34 2.129 5.095 1.289  -0.101
C35 1.398 6.200 0.871  -0.116
C36 0.261 6.018 0.095  -0.107
C37 -0.150 4.754 -0.263  -0.035
H17 2.277 2.950 1.284  0.089
H18 3.018 5.232 1.890  0.098
H19 1.718 7.193 1.147  0.088
H20 -0.306 6.878 -0.239  0.096
H21 -1.039 4.601 -0.859  0.106

One molecule with the formula C4H13N3 in a non-equilibrium geometry. Source: the Open Molecules 2025 dataset; level of theory: ωB97M-V/def2-TZVPD.

## Properties
2S+1: 1
Total energy, eV: -8828.35675
Relative energy (zero: lowest compared OMol25 entry of this formula, charge and spin), kcal/mol: 24.3
Frontier orbital gap, Eh: 0.3366
Charge: 0
Structure (SMILES): NCCCNCN

Last column: Löwdin charge in e.
Cartesian coordinates (Å):
N1 -1.677 1.573 0.267  -0.004
C1 -2.151 0.238 -0.119  -0.315
C2 -1.569 -0.873 0.736  -0.190
C3 -0.055 -0.876 0.826  -0.263
N2 0.642 -0.378 -0.328  -0.093
C4 2.078 -0.304 -0.227  -0.335
N3 2.620 0.731 -1.065  0.010
H1 -0.660 1.579 0.320  0.050
H2 -1.924 2.229 -0.465  0.062
H3 -1.991 -0.004 -1.172  0.095
H4 -3.242 0.245 -0.007  0.107
H5 -1.890 -1.812 0.259  0.112
H6 -2.064 -0.829 1.698  0.106
H7 0.278 -0.290 1.697  0.109
H8 0.338 -1.869 1.050  0.109
H9 0.261 0.063 -1.140  0.099
H10 2.540 -1.265 -0.477  0.107
H11 2.386 -0.088 0.801  0.114
H12 3.195 1.442 -0.653  0.061
H13 2.886 0.486 -2.000  0.060

One molecule with the formula C4H10N4 in a non-equilibrium geometry. Source: the Open Molecules 2025 dataset; level of theory: ωB97M-V/def2-TZVPD.

## Properties
2S+1: 1
Total energy, eV: -10264.86149
Relative energy (zero: lowest compared OMol25 entry of this formula, charge and spin), kcal/mol: 138.1
Frontier orbital gap, Eh: 0.3183
Charge: 0
Structure (SMILES): C/C=N\N/C=N\NC

Last column: Löwdin charge in e.
Cartesian coordinates (Å):
C1 1.800 -0.508 -0.938  -0.080
C2 1.400 -0.603 0.517  -0.259
N1 0.895 0.230 1.357  0.004
N2 0.570 1.422 0.576  -0.068
C3 -0.487 1.684 -0.333  -0.218
N3 -0.944 0.734 -1.062  -0.041
N4 -0.943 -0.565 -0.427  -0.225
C4 -2.017 -0.661 0.677  -0.128
H1 0.811 -0.547 -1.555  0.071
H2 2.227 0.436 -1.022  0.045
H3 2.302 -1.544 -1.150  0.109
H4 1.809 -1.524 1.047  0.115
H5 0.995 2.317 1.214  0.199
H6 -0.453 2.651 -0.616  0.070
H7 -0.981 -1.288 -1.292  0.162
H8 -1.588 -0.547 1.815  0.101
H9 -2.497 -1.726 0.676  0.078
H10 -2.899 0.037 0.515  0.065